{
  "formula": "C14H17N3NaO2",
  "method": "ωB97M-V with the def2-TZVPD basis set",
  "elements": ["Na", "C", "O", "H", "H", "H", "H", "C", "C", "C", "C", "C", "N", "C", "O", "N", "C", "C", "C", "C", "N", "C", "C", "C", "H", "H", "H", "H", "H", "H", "H", "H", "H", "H", "H", "H", "H"],
  "positions_angstrom": [[0.8456, -0.4269, 1.8771], [0.3108, -2.1047, 4.3747], [1.0738, -0.9592, 3.9697], [0.0692, -2.0556, 5.4352], [0.8566, -3.0234, 4.1573], [-0.6216, -2.0866, 3.8116], [1.7352, -0.7625, 4.6393], [-2.9585, -0.8434, 1.3933], [-2.1135, 0.1304, 0.6231], [-2.0404, 0.0865, -0.7639], [-1.2998, 1.0103, -1.4890], [-0.5804, 1.9903, -0.8256], [0.2715, 2.8954, -1.4967], [0.9716, 2.7327, -2.6775], [1.3155, 3.6787, -3.3415], [1.2849, 1.4350, -3.0942], [1.4993, 0.2701, -2.3614], [1.6452, -0.9411, -3.0318], [1.7280, -2.1128, -2.3055], [1.6143, -2.0577, -0.9248], [1.5071, -0.9001, -0.2716], [1.5163, 0.2303, -0.9734], [-0.6555, 2.0669, 0.5660], [-1.4174, 1.1516, 1.2758], [-3.3867, -1.5978, 0.7365], [-3.7805, -0.3339, 1.8963], [-2.3823, -1.3607, 2.1621], [-2.5940, -0.6748, -1.2992], [-1.2730, 0.9550, -2.5679], [0.1875, 3.8733, -1.2561], [1.6994, 1.4607, -4.0161], [1.6703, -0.9641, -4.1136], [1.8376, -3.0641, -2.8044], [1.6029, -2.9621, -0.3313], [1.4933, 1.1500, -0.4110], [-0.1251, 2.8563, 1.0859], [-1.5074, 1.2579, 2.3527]],
  "nbo_charge": [0.948, -0.258, -0.795, 0.203, 0.189, 0.179, 0.502, -0.629, -0.039, -0.179, -0.243, 0.228, -0.675, 0.792, -0.584, -0.634, 0.135, -0.179, -0.221, 0.014, -0.531, -0.002, -0.279, -0.262, 0.231, 0.239, 0.201, 0.227, 0.239, 0.428, 0.427, 0.234, 0.240, 0.202, 0.202, 0.230, 0.223],
  "e_homo_ev": -11.68,
  "mol_weight_g_mol": 282.30,
  "homo_lumo_gap_ev": 8.7,
  "charge": 1
}

***

{
  "formula": "C24H29AuClN2O2P",
  "method": "ωB97M-V with the def2-TZVPD basis set",
  "elements": ["Au", "Cl", "C", "O", "P", "C", "C", "C", "C", "C", "C", "C", "C", "H", "H", "H", "H", "H", "C", "C", "C", "C", "C", "H", "H", "H", "H", "H", "C", "C", "C", "C", "C", "H", "H", "H", "H", "H", "H", "H", "C", "N", "C", "C", "O", "N", "C", "C", "H", "H", "H", "H", "H", "H", "H", "H", "H", "H", "H", "H"],
  "positions_angstrom": [[-0.1533, -0.6291, 0.3875], [0.6359, -2.7970, 0.3085], [-0.5425, 1.2213, 0.7655], [-0.6228, 2.3436, 1.0307], [0.0370, -0.0063, -1.9211], [-1.5067, -0.3543, -2.8161], [0.5159, 1.6599, -2.4553], [1.3426, -1.0837, -2.5591], [1.7308, 1.8920, -3.1287], [2.0508, 3.1755, -3.5705], [1.1710, 4.2365, -3.3472], [-0.0548, 4.0073, -2.7121], [-0.3838, 2.7261, -2.2703], [2.4123, 1.0634, -3.3251], [2.9990, 3.3405, -4.0855], [1.4420, 5.2425, -3.6693], [-0.7558, 4.8286, -2.5611], [-1.3601, 2.5484, -1.8131], [-2.4283, -1.2659, -2.2709], [-3.6698, -1.4654, -2.8663], [-3.9760, -0.8195, -4.0702], [-3.0313, 0.0195, -4.6670], [-1.8029, 0.2579, -4.0514], [-2.1781, -1.8156, -1.3634], [-4.3980, -2.1231, -2.3923], [-4.9459, -0.9732, -4.5387], [-3.2570, 0.5032, -5.6190], [-1.0707, 0.9166, -4.5220], [1.1569, -1.8162, -3.7381], [2.1579, -2.6917, -4.1665], [3.3251, -2.8559, -3.4160], [3.5137, -2.1174, -2.2423], [2.5343, -1.2260, -1.8221], [0.2398, -1.6890, -4.3143], [2.0176, -3.2460, -5.0953], [4.0921, -3.5574, -3.7448], [4.4180, -2.2388, -1.6465], [2.6707, -0.6918, -0.8825], [-2.5492, -2.3269, 0.6324], [-1.8511, -1.9746, 0.7454], [2.3674, -0.1393, 4.1446], [1.2366, -0.0756, 5.0406], [1.5175, -0.1540, 6.4618], [0.0135, 0.0367, 4.4386], [-0.0006, 0.1022, 3.1925], [-1.1974, 0.0727, 5.0912], [-1.5144, 0.0593, 6.5062], [-2.3394, 0.1537, 4.2118], [3.2573, -0.2705, 4.7652], [2.4581, 0.7814, 3.5548], [2.2763, -0.9662, 3.4287], [1.1651, 0.7553, 6.9737], [1.0610, -1.0590, 6.8940], [2.6072, -0.2192, 6.5636], [-2.0243, 0.9982, 6.7677], [-2.2300, -0.7542, 6.6864], [-0.6442, -0.0734, 7.1541], [-2.3023, 1.0629, 3.6021], [-2.3762, -0.6869, 3.5105], [-3.2569, 0.1581, 4.8057]],
  "mulliken_spin": [0.273, 0.093, 0.087, 0.008, 0.353, 0.012, 0.019, 0.023, 0.037, -0.013, 0.031, -0.010, 0.014, 0.003, 0.000, 0.001, 0.000, 0.002, 0.002, -0.006, 0.012, -0.002, 0.018, 0.003, 0.000, 0.000, 0.000, 0.001, 0.019, -0.004, 0.014, -0.003, 0.014, 0.002, 0.001, 0.001, 0.000, -0.001, 0.000, 0.003, -0.013, 0.471, -0.012, -0.039, -0.090, 0.452, -0.008, -0.001, 0.004, 0.035, 0.031, 0.022, 0.026, 0.002, 0.027, 0.023, 0.011, 0.026, 0.024, 0.005],
  "e_homo_ev": [-13.26, -13.93],
  "mol_weight_g_mol": 640.90,
  "homo_lumo_gap_ev": [7.4, 3.7],
  "multiplicity": 3,
  "charge": 2
}

***

{
  "formula": "C4H8NO2",
  "method": "ωB97M-V with the def2-TZVPD basis set",
  "elements": ["C", "C", "N", "C", "C", "O", "O", "H", "H", "H", "H", "H", "H", "H", "H"],
  "positions_angstrom": [[-1.5588, 0.7608, 2.2820], [-0.7194, 0.7751, 1.0014], [-1.2195, -0.3676, 0.2227], [-0.4457, -0.3229, -1.0848], [1.0952, -0.4145, -0.9765], [1.6617, -0.4692, 0.1491], [1.5969, -0.1734, -2.0916], [-2.5936, 1.1187, 1.9610], [-1.1431, 1.2353, 3.1292], [-1.5885, -0.2995, 2.5407], [-0.8346, 1.7118, 0.4380], [0.4260, 0.7417, 1.2284], [-0.7404, -1.1758, 0.6756], [-0.5928, 0.6755, -1.4693], [-0.6941, -1.0851, -1.8549]],
  "nbo_charge": [-0.613, -0.252, -0.646, -0.358, 0.736, -0.797, -0.782, 0.192, 0.190, 0.196, 0.165, 0.232, 0.348, 0.190, 0.197],
  "e_homo_ev": -3.87,
  "mol_weight_g_mol": 102.11,
  "homo_lumo_gap_ev": 8.0,
  "smiles": "CCNCC(=O)[O-]",
  "de_lowest_kcal_mol": 27.2,
  "charge": -1
}

***

Number 2 is which compound? C24H29AuClN2O2P

***

Among the records above, which one has the highest charge? C24H29AuClN2O2P

***

Among the records above, which one has the highest charge? C24H29AuClN2O2P

***

Among the records above, which one has the lowest charge? C4H8NO2